Entry 1:
Below is a structure of composition HINOP at a distorted geometry, with properties calculated with ωB97M-V/def2-TZVPD.

XYZ file:
```
5
Properties=species:S:1:pos:R:3:forces:R:3
N -1.7554 -1.5772 -0.0043 0.91 -0.81 -0.94
O 1.4592 -1.6223 -0.0417 -2.90 0.77 -1.45
P -0.0185 -1.1836 0.0299 2.06 -2.81 3.25
I -2.9250 0.0108 -0.0100 -0.43 0.44 -0.21
H -0.1713 0.1307 0.0160 0.36 2.41 -0.64
```
Positions in Å, forces in eV/Å.

Calculated values
Orbital gap (alpha / beta) (Ha): 0.225 / 0.251
Highest occupied orbital energy (alpha / beta) (eV): -7.29 / -10.12
Spin multiplicity: 3
Energy relative to the best compared isomer or geometry (same formula, charge and spin) (kcal/mol): 40.5

Formally, the Mulliken partial charges of the atoms, in units of the elementary charge, are as follows: number 1, N, carries -0.3413; number 2, O, carries -0.4665; number 3, P, carries 0.5675; number 4, I, carries 0.2460; number 5, H, carries -0.0057

=====

Entry 2:
Below is a structure of composition C51H37Cl2LaN4O3P at a distorted geometry, with properties calculated with ωB97M-V/def2-TZVPD.

XYZ file:
```
99
Properties=species:S:1:pos:R:3:forces:R:3
La -4.7562 -2.6334 21.5602 -0.37 -1.65 -0.42
Cl -3.5183 -1.7839 29.0436 -0.16 0.45 0.46
C -4.1278 -2.3033 27.5299 -1.14 1.22 -1.41
C -3.9038 -3.6412 27.1986 -0.16 0.39 -1.18
C -4.1909 -4.1151 25.9318 0.20 0.25 -0.47
C -4.6033 -3.2383 24.8737 0.38 0.05 -0.06
O -4.7050 -3.6666 23.6237 0.13 0.72 1.40
C -4.9049 -1.8637 25.2312 -0.55 -1.43 1.20
C -5.3852 -0.8762 24.3231 0.32 0.57 -1.08
N -4.9811 -0.6638 23.0646 0.71 0.10 1.79
C -4.4975 0.6119 22.6585 0.20 -0.35 0.58
C -4.0957 1.5992 23.6099 -0.99 -1.03 -2.28
C -3.4812 2.7666 23.1419 0.06 -0.33 -2.46
C -3.1956 2.9181 21.7687 -0.41 0.04 1.37
C -3.5555 1.9762 20.7912 -1.20 -2.68 0.90
C -3.3683 2.0689 19.4125 1.33 0.64 -1.29
C -3.6270 1.0416 18.5097 -0.62 0.01 1.59
C -4.0588 -0.1634 19.0524 0.15 -0.45 2.68
N -4.1855 -0.3893 20.4304 -1.05 1.56 -2.50
C -4.1449 0.7065 21.2451 1.13 1.35 0.63
C -4.7845 -1.4325 26.6199 0.87 -1.38 -0.32
H -3.4165 -4.2608 27.9251 -0.03 -0.36 0.23
H -3.9797 -5.1624 25.7073 -0.16 0.35 -0.13
H -6.1510 -0.2419 24.7732 0.54 0.89 0.09
H -4.3066 1.4489 24.6532 0.01 -0.03 0.20
H -3.2859 3.5763 23.8003 0.46 0.40 0.52
H -2.6404 3.7507 21.4049 0.11 0.84 0.04
H -2.8595 2.9575 19.0177 -0.43 -0.12 0.19
H -3.5195 1.1116 17.4444 0.13 0.30 -0.18
H -4.2811 -1.0001 18.4088 0.14 -0.35 0.05
H -5.0713 -0.4039 26.8692 0.26 -0.49 0.11
C -1.5458 -2.8493 21.2561 -0.30 0.68 0.20
O -2.6081 -3.6486 20.6508 -0.09 -0.05 0.56
C -2.3479 -4.4310 19.5259 0.23 -0.96 -1.59
C -1.4019 -5.4761 19.5210 0.91 0.94 1.38
C -0.9790 -6.0581 18.3337 -0.32 0.72 -1.37
C -1.4653 -5.5619 17.0761 1.08 -0.85 2.35
C -2.4385 -4.6124 17.1041 -1.09 0.07 -0.03
C -3.1066 -4.2415 18.2997 1.86 -0.59 2.22
N -4.4371 -4.0077 18.1757 -2.56 1.55 0.82
N -5.2443 -3.8173 19.1981 1.06 0.16 -0.69
C -6.5875 -3.5993 18.9238 -0.35 0.42 0.23
C -7.4469 -3.0867 19.9940 1.55 -0.01 0.25
O -6.9748 -3.1153 21.2119 -0.48 0.22 -0.39
C -8.6877 -2.3788 19.7409 -0.04 0.28 -1.05
C -9.1351 -2.2700 18.4395 1.48 -1.49 0.92
C -8.3961 -2.9931 17.3990 -0.42 0.49 -0.16
C -8.8985 -2.9114 16.1024 -0.06 -0.30 -1.05
C -8.2429 -3.4298 14.9830 -0.40 0.22 0.72
C -7.0960 -4.1686 15.2084 1.01 0.10 1.44
C -6.5189 -4.2825 16.5001 -1.47 0.95 -0.94
C -7.1437 -3.6565 17.6095 -0.38 0.09 -0.82
H -1.1051 -2.1603 20.5174 -0.29 -0.31 0.11
H -0.7330 -3.4270 21.7165 -0.55 -0.15 -0.13
H -2.0501 -2.2119 22.0619 0.72 -0.89 -0.90
H -0.8585 -5.7533 20.4749 -0.83 0.39 -1.13
H -0.1528 -6.7614 18.3224 -0.32 -0.16 0.19
H -1.0813 -6.0171 16.1859 0.16 0.28 -0.47
H -2.8135 -4.1717 16.1958 -0.45 -0.27 -0.26
H -9.1633 -1.8228 20.5674 0.34 -0.64 -0.42
H -10.0287 -1.7138 18.1724 0.17 -0.06 0.03
H -9.8650 -2.4643 15.9301 -0.08 0.38 0.15
H -8.6253 -3.2143 13.9839 0.07 -0.35 0.31
H -6.5304 -4.6038 14.4122 0.06 -0.20 -0.53
H -5.5454 -4.7090 16.6103 -0.15 -0.39 -0.07
Cl -7.7289 -7.4823 20.7461 -0.32 0.27 0.14
C -6.8424 -8.9491 20.6522 1.09 -1.19 -1.03
C -7.2855 -9.9735 19.7799 -1.07 0.91 0.05
C -6.5745 -11.1388 19.5859 0.47 0.33 0.67
C -5.3798 -11.3249 20.2746 0.78 0.56 0.47
C -4.8923 -10.3061 21.0988 -1.01 0.10 -0.02
C -5.5984 -9.0765 21.2770 0.69 -0.55 0.07
P -4.8773 -7.6488 22.2522 0.35 -0.57 0.34
C -3.1085 -8.2447 22.4884 -0.51 0.42 0.62
C -2.5190 -8.1662 23.7356 0.98 -0.93 0.71
C -1.2835 -8.8230 23.9996 -0.67 0.30 -0.62
C -0.6214 -9.5135 22.9950 -0.17 0.52 -1.15
C -1.1147 -9.3868 21.6749 0.75 -0.33 0.41
C -2.3256 -8.7772 21.4880 -0.89 -0.04 -2.30
C -5.4643 -8.1681 23.9413 0.35 -1.21 -0.71
C -5.9366 -7.2687 24.8733 0.00 1.04 -0.16
C -6.3522 -7.6806 26.1208 0.00 -1.61 0.72
C -6.4292 -9.0879 26.3733 -0.89 0.89 0.74
C -5.9425 -10.0195 25.4844 0.75 1.21 -1.65
C -5.3765 -9.5186 24.2658 -0.93 -0.49 1.64
H -8.2352 -9.8114 19.2325 0.68 -0.13 0.46
H -6.9456 -11.9008 18.9412 -0.26 -0.35 -0.45
H -4.7400 -12.2088 20.1775 -0.58 0.16 -0.09
H -3.9891 -10.5159 21.6689 -0.15 0.28 -0.31
H -3.0594 -7.7508 24.5717 0.02 0.17 0.11
H -0.8535 -8.7961 24.9842 -0.09 -0.05 0.33
H 0.2717 -10.1024 23.1577 0.06 0.19 0.25
H -0.5864 -9.7489 20.7719 -0.24 -0.06 0.90
H -2.7590 -8.8122 20.4692 0.40 0.17 0.54
H -5.9577 -6.2340 24.5361 -0.06 0.09 0.46
H -6.5695 -7.0124 26.9600 -0.29 -0.02 -0.65
H -7.0050 -9.4343 27.2556 0.80 0.32 -0.38
H -5.9880 -11.0836 25.6713 0.02 0.04 0.05
H -4.9138 -10.2226 23.6047 0.03 -0.18 -0.30
```
Positions in Å, forces in eV/Å.

Calculated values
Orbital gap (alpha / beta) (Ha): 0.206 / 0.207
Highest occupied orbital energy (alpha / beta) (eV): -9.43 / -9.44
Spin multiplicity: 1
Total charge: +1
Energy relative to the best compared isomer or geometry (same formula, charge and spin) (kcal/mol): 93.4

Atom charges from the Mulliken analysis, given in e for atoms 1 to 6: number 1, La, carries 1.2375; number 2, Cl, carries -0.2157; number 3, C, carries 0.2207; number 4, C, carries -0.8671; number 5, C, carries -0.2267; number 6, C, carries 0.4465

=====

Entry 3:
Below is a cluster of 2 separate species, C5H9N2 in total at a distorted geometry, with properties calculated with ωB97M-V/def2-TZVPD.

XYZ file:
```
16
Properties=species:S:1:pos:R:3:forces:R:3
C -0.8371 0.9007 -1.8147 2.39 0.02 -0.07
C 1.7004 -1.7400 1.3266 2.16 -2.32 -0.27
C 0.6609 -1.8673 0.5731 -1.07 2.84 0.95
C -0.2978 1.3194 0.3740 -3.13 0.85 -1.08
C -1.1735 0.0074 0.2493 1.92 0.90 0.91
N -0.0967 1.7252 -1.0608 0.84 -0.52 0.44
N -1.4225 -0.0434 -1.1151 -2.22 -1.32 -0.50
H -0.6870 0.7167 -2.8600 -0.43 0.80 -0.61
H 2.4741 -2.5057 0.9804 -0.58 0.78 0.05
H 2.1356 -1.3543 2.2413 -1.15 0.69 0.14
H 0.5386 -2.1620 -0.4165 -0.35 -1.03 -1.26
H -0.8805 2.2083 0.7228 0.27 -0.96 0.73
H 0.6042 1.2312 0.8931 1.34 -0.26 0.74
H -2.0065 -0.2187 0.9173 0.49 0.05 -0.10
H 0.6674 2.4584 -1.2415 -1.99 -1.81 -0.50
H -2.1344 -0.7249 -1.5102 1.51 1.29 0.43
```
Positions in Å, forces in eV/Å.

Calculated values
Orbital gap (alpha / beta) (Ha): 0.272 / 0.301
Highest occupied orbital energy (alpha / beta) (eV): -11.94 / -12.16
Spin multiplicity: 1
Total charge: +1
Energy relative to the best compared isomer or geometry (same formula, charge and spin) (kcal/mol): 149.5

Atom charges from the Mulliken analysis, given in e for atoms 1 to 6: number 1, C, carries -0.1222; number 2, C, carries -0.3808; number 3, C, carries -0.2743; number 4, C, carries -0.3209; number 5, C, carries -0.4549; number 6, N, carries -0.1882